Record 1
DFT (the ωB97M-V functional and the def2-TZVPD basis) results for the molecule C5H13N3 at a distorted geometry.

XYZ file:
```
21
Properties=species:S:1:pos:R:3
C -1.1881 -1.6654 -2.6012
C -1.3205 -0.5377 -1.5547
N -0.0833 -0.5718 -0.7709
N -0.2373 0.6020 -0.2874
C 0.4057 1.1133 0.7720
C -0.0100 2.5289 1.1507
C 1.1714 0.2244 1.8896
N 1.5267 -1.1228 1.4012
H -1.7633 -2.6586 -2.0752
H -1.7076 -1.1069 -3.6657
H 0.0521 -1.6719 -2.7504
H -2.2857 -0.2379 -1.1432
H -1.1018 0.3149 -2.1092
H -0.2003 -1.1142 0.2577
H 1.0528 2.6168 1.5838
H -0.2695 3.1058 0.2620
H -0.6173 2.4407 2.2492
H 2.0415 0.7876 2.1844
H 0.4051 -0.2102 2.6324
H 1.9491 -1.0951 0.4087
H 2.1801 -1.7420 2.1663
```

Summary:
SMILES string = CCN/N=C(/C)CN
Highest occupied orbital energy = -8.196 eV
Orbital gap = 0.331 Ha
Total energy = -9858.7707 eV
Relative energy (zero: lowest compared OMol25 entry of this formula, charge and spin) = 732.9 kJ/mol
Spin multiplicity = 1

Record 2
DFT (the ωB97M-V functional and the def2-TZVPD basis) results for the molecule C5H13N3 at a distorted geometry.

XYZ file:
```
21
Properties=species:S:1:pos:R:3
H -0.4542 -2.1661 -0.8979
N 0.4842 -2.2204 -0.4700
C 0.7994 -1.0873 -0.0636
C 2.1483 -0.6599 0.2656
C -0.2623 0.0686 -0.2055
C 0.1063 0.8265 -1.5721
C -0.2953 1.0131 1.0215
N -1.5073 -0.5147 -0.4994
N -2.3673 -1.0646 0.5293
H 2.4890 0.2227 -0.2416
H 2.0867 -0.6208 1.3075
H 2.8658 -1.3331 -0.1071
H -0.7751 1.4777 -1.7863
H 1.0153 1.2707 -1.4770
H 0.2878 -0.0234 -2.3158
H -1.0128 0.7345 1.8336
H -0.3820 2.0489 0.7359
H 0.7178 0.9164 1.3830
H -2.0467 -0.1708 -1.3027
H -3.2095 -0.5790 0.7668
H -2.6463 -2.0210 0.2998
```

Summary:
SMILES string = [H]/N=C(/C)C(C)(C)NN
Highest occupied orbital energy = -8.994 eV
Orbital gap = 0.365 Ha
Total energy = -9863.7876 eV
Relative energy (zero: lowest compared OMol25 entry of this formula, charge and spin) = 248.8 kJ/mol
Spin multiplicity = 1

Record 3
DFT (the ωB97M-V functional and the def2-TZVPD basis) results for a structure of composition C5H13N3 at a distorted geometry.

XYZ file:
```
21
Properties=species:S:1:pos:R:3
C -1.9735 0.1170 -0.7532
C 0.2863 1.2837 0.1102
N 1.5833 1.5382 -0.2416
N -0.2973 2.2904 0.8326
C -0.4759 0.3332 -0.6683
H 1.9983 0.8229 -0.8180
H 2.1115 2.3433 0.0538
H -1.1870 2.0678 1.2511
H 0.2920 2.8792 1.4017
H -0.2345 0.5530 -1.7152
H -2.4783 0.8133 -1.4240
H -2.0783 -0.8281 -1.2911
H -2.4394 0.1319 0.2347
N 0.7125 -0.9429 1.4505
C 0.0409 -1.4631 0.1095
C 0.7471 -2.2983 -0.7341
H 0.2577 -1.2741 2.2974
H 1.7227 -1.0471 1.4312
H -0.8757 -1.9275 0.4877
H 1.7344 -2.0470 -1.1044
H 0.5533 -3.3458 -0.9105
```

Summary:
Highest occupied orbital energy (alpha / beta) = -5.490 / -5.491 eV
Orbital gap (alpha / beta) = 0.225 / 0.225 Ha
Total energy = -9861.6106 eV
Relative energy (zero: lowest compared OMol25 entry of this formula, charge and spin) = 458.9 kJ/mol
Spin multiplicity = 1